Entry 1:
DFT (the ωB97M-V functional and the def2-TZVPD basis) results for 3 unconnected molecules or ions with the total composition C3H14N2O2.

Element x y z (Å)
C 2.060 -0.299 -0.277
H -1.331 2.116 -0.956
H -0.397 -0.278 0.370
N -0.272 0.388 -0.374
H -0.646 -1.765 3.268
H 1.218 1.308 -1.436
H 2.142 -1.766 1.152
C 1.106 0.873 -0.434
H 0.416 -1.059 2.253
H -2.683 0.482 -3.186
H -2.185 1.072 0.160
H 2.813 -0.394 1.726
H -0.878 2.069 0.790
H 1.308 1.722 0.224
H 3.058 0.008 -0.605
H 1.737 -1.127 -0.901
O -2.891 -0.271 -2.658
N 2.081 -0.761 1.124
C -1.202 1.482 -0.076
O -0.509 -1.268 2.475
H -2.299 -0.233 -1.881

Summary:
**HOMO**: -9.0127 eV
**Net charge**: 0
**HOMO-LUMO gap**: 9.81 eV
**SMILES**: CNCCN.O.O

Entry 2:
DFT (the ωB97M-V functional and the def2-TZVPD basis) results for 3 unconnected molecules or ions with the total composition C3H14N2O2.

Element x y z (Å)
H -1.018 0.252 -2.192
H -1.632 1.320 2.814
H -1.084 -2.114 -1.454
H -0.158 1.477 0.406
H 0.474 1.862 1.831
H -2.131 0.465 1.416
H 2.024 -0.048 -1.715
N 1.319 0.139 -1.017
N 1.034 -0.079 1.374
H 2.575 0.948 0.446
O -1.884 0.590 -1.964
H 0.516 -0.950 1.314
H -2.435 0.308 -2.698
C 0.006 0.981 1.364
C 1.958 0.060 0.284
H 0.582 -0.542 -1.143
H 0.264 -2.203 -1.894
H -1.227 -0.296 2.661
H 2.693 -0.707 0.405
O -0.610 -2.084 -2.306
C -1.263 0.618 2.067

Summary:
**HOMO**: -8.9459 eV
**Net charge**: 0
**HOMO-LUMO gap**: 9.38 eV
**SMILES**: CCNCN.O.O

Entry 3:
DFT (the ωB97M-V functional and the def2-TZVPD basis) results for 3 unconnected molecules or ions with the total composition C3H14N2O2.

Element x y z (Å)
H 0.719 -0.775 -2.451
N -1.160 1.178 1.304
H -1.237 0.211 1.609
H 0.750 -0.046 -0.108
H -1.875 1.340 -0.725
H -0.423 2.121 -0.428
H -0.696 -2.062 -0.862
H 2.161 -3.556 -0.301
O 1.254 -3.250 -0.230
C -0.945 1.200 -0.148
H -0.738 0.074 -2.733
H 1.446 1.840 2.579
O 1.509 2.449 1.839
H -2.055 1.565 1.579
C -0.226 -0.032 -0.623
H 0.930 -3.491 0.641
H 0.689 0.994 -2.408
H -1.942 -1.169 -0.341
C 0.161 0.093 -2.094
H 0.936 2.035 1.183
N -0.933 -1.245 -0.326

Summary:
**HOMO**: -9.1111 eV
**Net charge**: 0
**HOMO-LUMO gap**: 9.83 eV
**SMILES**: C[C@H](N)CN.O.O

Entry 4:
DFT (the ωB97M-V functional and the def2-TZVPD basis) results for 3 unconnected molecules or ions with the total composition C3H14N2O2.

Element x y z (Å)
N -0.289 0.309 -0.478
H -1.303 1.803 -2.166
C -1.105 -0.816 -0.168
H -1.832 -0.533 0.616
H -0.473 -1.546 0.356
C 1.329 1.939 0.522
H 2.305 1.541 0.751
H 0.025 1.030 -1.108
H -1.573 2.569 -3.468
H 0.815 0.083 1.361
N -1.783 -1.497 -1.247
H 1.709 -4.039 3.215
H 1.284 2.327 -0.501
H -1.252 -1.399 -2.104
H 1.100 2.747 1.198
O -1.188 2.665 -2.589
H -0.563 1.216 1.393
H 2.919 -3.702 2.399
H -2.707 -1.098 -1.349
C 0.256 0.838 0.784
O 2.327 -4.438 2.582

Summary:
**HOMO**: -8.4898 eV
**Net charge**: 0
**HOMO-LUMO gap**: 9.15 eV
**SMILES**: CCNCN.O.O

Entry 5:
DFT (the ωB97M-V functional and the def2-TZVPD basis) results for 3 unconnected molecules or ions with the total composition C3H14N2O2.

Element x y z (Å)
H 0.777 -2.165 -0.416
H -0.578 -1.223 1.340
H 1.058 0.316 3.397
H 0.615 -0.447 -1.847
O 1.652 0.960 3.591
H -0.857 1.522 1.346
H -0.736 3.037 -0.642
H -2.193 -1.293 0.422
H 0.815 1.027 0.670
H -0.602 -3.369 -0.294
H 1.086 -0.880 -3.214
C -0.209 1.299 0.409
C -1.008 -1.162 0.320
N -0.689 0.106 -0.416
H -1.434 0.332 -1.079
O 0.795 -0.097 -2.721
H 1.618 1.474 2.733
C -0.277 -2.332 -0.521
H 0.736 2.476 -1.124
N 0.059 2.527 -0.337
H -0.626 -2.108 -1.619

Summary:
**HOMO (spin up / spin down)**: -14.7791 / -14.7549 eV
**Multiplicity**: 2
**Net charge**: +1
**Expectation value of S²**: 0.755
**HOMO-LUMO gap (spin up / spin down)**: 11.47 / 6.17 eV

Entry 6:
DFT (the ωB97M-V functional and the def2-TZVPD basis) results for 3 unconnected molecules or ions with the total composition C3H14NO2.

Element x y z (Å)
O 2.939 0.578 -0.656
C -0.842 2.118 0.753
N 0.298 -0.078 0.582
C 0.940 -1.361 1.093
H 1.088 1.642 1.547
H 0.177 -2.070 1.429
H -3.725 -2.645 -1.855
H 3.093 0.957 -1.540
H 3.858 0.281 -0.526
H -3.729 -2.323 -3.393
H -0.567 3.148 0.995
H 1.578 -1.710 0.286
C 0.122 1.132 1.385
H -0.242 0.836 2.381
H -1.890 1.943 0.940
O -3.434 -2.025 -2.523
H 1.387 -1.110 2.057
H 0.857 0.195 -0.234
H -0.569 -0.456 0.187
H -0.636 2.159 -0.326

Summary:
**HOMO**: -14.0919 eV
**Net charge**: +1
**HOMO-LUMO gap**: 11.11 eV

Entry 7:
DFT (the ωB97M-V functional and the def2-TZVPD basis) results for 4 unconnected molecules or ions with the total composition C3H14NO3S.

Element x y z (Å)
H 0.361 -0.779 -1.275
H -0.073 -1.706 1.763
H -1.983 -3.644 -0.965
C 0.187 -1.558 -0.497
N -1.483 -0.365 0.994
H 1.199 4.408 1.356
O -2.877 -3.735 -0.630
H -1.686 -0.102 0.078
H 0.709 2.150 -3.519
H 0.296 3.800 0.323
H 1.678 1.660 -2.540
H -1.458 0.548 1.373
C 1.062 -0.053 1.520
O 0.189 4.381 1.129
H 1.217 -2.134 -0.445
H -2.892 -3.023 0.076
O 1.684 2.333 -3.239
H 0.840 0.641 2.171
C -0.051 -0.918 0.989
H -0.573 -2.096 -0.862
H 1.817 -0.861 1.897
S 1.838 1.053 0.303

Summary:
**HOMO**: -3.0968 eV
**Net charge**: -1
**HOMO-LUMO gap**: 6.51 eV

Entry 8:
DFT (the ωB97M-V functional and the def2-TZVPD basis) results for 4 unconnected molecules or ions with the total composition C3H14NO4.

Element x y z (Å)
H 2.301 -1.062 2.456
H 0.424 0.919 1.943
H 0.684 -2.498 1.910
C 1.389 0.735 1.454
H 0.026 -1.568 0.668
O -0.605 -2.135 -0.964
C 1.244 1.118 -0.018
H -2.888 2.555 -4.428
H 0.899 2.132 -0.210
O -2.000 2.783 -4.146
H 0.022 -2.848 -1.150
H 2.085 1.381 1.964
H -0.547 -1.604 -1.771
N 0.443 -1.553 1.618
H -3.049 0.314 0.890
H -1.702 3.558 -4.626
O -2.106 0.401 0.745
C 1.718 -0.732 1.601
H 2.247 -1.119 0.759
O 1.473 0.327 -0.890
H -1.866 0.066 -0.126
H -0.193 -1.171 2.321

Summary:
**HOMO**: -13.6290 eV
**Net charge**: +1
**HOMO-LUMO gap**: 10.43 eV

Entry 9:
DFT (the ωB97M-V functional and the def2-TZVPD basis) results for 4 unconnected molecules or ions with the total composition C3H14NO4.

Element x y z (Å)
H 1.544 -2.093 0.054
C -0.117 1.442 0.300
H -0.942 2.146 0.200
H -2.723 0.466 0.691
H -1.480 0.132 -3.627
O -1.070 0.133 -2.761
N -0.682 0.058 0.339
H -1.720 0.350 2.090
H 0.027 -0.659 0.590
H 2.794 -0.406 2.457
O 2.047 1.071 -0.673
H 2.609 0.121 1.033
H -2.198 -1.162 1.145
H 0.713 2.154 -1.711
H 0.355 1.666 1.255
H 0.436 -3.272 0.053
C -1.916 -0.116 1.128
O 0.625 -2.348 -0.134
H -0.881 -0.167 -0.636
H -0.564 -0.679 -2.712
C 0.964 1.585 -0.801
O 2.179 -0.421 1.721

Summary:
**HOMO**: -14.5101 eV
**Net charge**: +1
**HOMO-LUMO gap**: 11.09 eV

Entry 10:
DFT (the ωB97M-V functional and the def2-TZVPD basis) results for 4 unconnected molecules or ions with the total composition C3H14NO5S2.

Element x y z (Å)
O -0.784 1.596 -0.888
C 0.824 -1.110 -0.616
H 0.292 -0.251 1.200
H -2.496 -2.473 2.282
H -0.866 -1.650 -1.724
H 1.611 -1.211 1.294
C -0.653 -1.486 -0.666
H 1.417 -2.012 -0.746
H 1.696 0.398 0.559
H 3.018 2.031 1.387
H -1.306 -0.666 -0.391
O 2.054 2.020 1.327
S -1.180 -2.704 2.093
H 0.790 0.437 -3.437
N 1.165 -0.492 0.730
O 2.086 0.782 -1.425
H -2.507 1.661 1.797
H -3.398 0.988 0.763
H -1.567 1.554 -0.305
H 1.933 2.516 0.505
O 0.555 -0.184 -2.764
H -0.400 2.440 -0.622
S -0.995 -3.062 0.126
O -2.527 0.920 1.177
C 1.240 -0.042 -1.653

Summary:
**HOMO**: -12.7412 eV
**Net charge**: +1
**HOMO-LUMO gap**: 9.88 eV

Entry 11:
DFT (the ωB97M-V functional and the def2-TZVPD basis) results for 4 unconnected molecules or ions with the total composition C3H14O3S.

Element x y z (Å)
O 0.791 0.887 2.216
H 0.394 1.773 2.313
H -1.934 1.821 -1.679
H 3.877 0.442 0.331
H -1.103 1.219 -0.007
H 3.163 3.224 -1.118
H -1.878 -0.863 0.853
O 3.225 0.753 1.012
H 3.103 -0.117 1.386
H 1.252 0.983 1.363
H -0.495 -1.292 0.029
H -1.102 -0.599 -1.976
H -1.619 -2.992 -1.733
H 3.585 3.794 0.228
H -2.856 1.309 -0.166
S -2.018 -2.922 -0.443
O 3.959 3.390 -0.547
H -2.982 -0.566 -1.595
C -1.976 1.169 -0.712
C -1.886 -0.255 -1.248
C -1.623 -1.185 -0.138

Summary:
**HOMO**: -8.8099 eV
**Net charge**: 0
**HOMO-LUMO gap**: 9.11 eV
**SMILES**: CCCS.O.O.O

Electronic energy (a.u.)
-382.670714 -382.647807 -382.673512 -382.624850 -382.304185 -327.678587 -801.343851 -478.173463 -478.176407 -1349.836550 -746.545737